[1]
9
Properties=species:S:1:pos:R:3:forces:R:3 method="wB97M-V/def2-TZVPD" e_homo_ev="-11.7 / -14.5" multiplicity=3 charge=+1 e_tot_ha=-667.621705 gap_ev="6.9440 / 8.1642"
F -0.514773 3.007482 -1.043217 11.05 10.47 -3.73
O 0.128953 0.403522 0.125897 -0.76 0.02 4.15
Na 1.558992 2.153494 -0.514327 -0.30 0.14 -0.09
Hg -1.654449 1.840282 -0.622366 -11.92 -10.00 3.45
C 0.532485 -1.593448 0.001894 -2.96 -5.28 4.96
C -0.072958 -0.686199 0.890056 1.75 3.82 -7.12
H -0.736782 -0.970864 1.713259 0.56 0.86 0.40
F 0.356856 -1.653253 -1.296342 0.87 0.45 1.06
H 0.401675 -2.501017 0.745147 1.70 -0.48 -3.07

***

[2]
9
Properties=species:S:1:pos:R:3:forces:R:3 method="wB97M-V/def2-TZVPD" smiles=O[C@H](I)C(F)(F)I e_homo_ev=-9.6 e_tot_ha=-947.727888 gap_ev=9.6222
O -0.329119 -0.166605 0.990293 0.14 -0.42 0.50
C -0.224297 0.771345 0.040724 -2.50 2.87 -1.41
I 1.344779 2.255574 0.352116 -0.12 -0.33 -0.03
C -1.754704 1.745026 -0.071213 2.57 -2.72 1.18
F -1.832662 2.333099 -1.249180 0.08 0.06 -0.30
F -1.774133 2.672065 0.878735 -0.09 0.15 0.00
I -3.344861 0.320234 0.263222 -0.07 0.33 -0.22
H 0.302843 -0.880976 0.823688 -0.16 0.12 0.06
H -0.112143 0.414447 -0.987971 0.15 -0.06 0.23

***

Respective ΔE to the lowest compared entry with this formula, charge and spin values: 0.00, 17.73 kcal per mole.